{
  "formula": "C16H30CeN2O2P2",
  "method": "ωB97M-V/def2-TZVPD",
  "relative_energy_kj_mol": 0.0,
  "homo_energy_ev": [-6.66, -6.66],
  "max_force_ev_per_a": 3.32,
  "homo_lumo_gap_ev": [6.98, 6.98],
  "energy_ha": -2045.5129,
  "symbols": ["Ce", "P", "P", "N", "H", "C", "H", "H", "H", "C", "H", "H", "H", "C", "H", "H", "H", "C", "H", "H", "H", "C", "H", "H", "H", "C", "H", "H", "H", "C", "C", "C", "C", "C", "C", "H", "H", "H", "H", "H", "C", "O", "C", "H", "H", "H", "C", "H", "H", "H", "O", "C", "N"],
  "positions_angstrom": [[0.029, 0.116, 0.354], [2.802, -0.121, -0.214], [-2.820, 0.161, 0.212], [-0.007, 1.153, -1.482], [1.319, -2.855, 2.272], [3.462, -1.608, -1.023], [4.560, -1.618, -1.040], [3.070, -1.657, -2.049], [3.089, -2.495, -0.491], [3.625, -0.076, 1.418], [4.703, -0.257, 1.307], [3.175, -0.842, 2.070], [3.439, 0.895, 1.901], [3.455, 1.297, -1.161], [4.551, 1.341, -1.108], [3.015, 2.225, -0.768], [3.117, 1.205, -2.202], [-3.758, -1.225, -0.495], [-4.844, -1.097, -0.400], [-3.450, -2.155, 0.006], [-3.490, -1.326, -1.557], [-3.393, 0.273, 1.947], [-4.490, 0.281, 1.983], [-2.982, 1.176, 2.422], [-3.002, -0.585, 2.517], [-3.432, 1.666, -0.621], [-4.507, 1.817, -0.451], [-3.219, 1.575, -1.695], [-2.866, 2.535, -0.256], [-0.014, 1.918, -2.590], [0.024, 2.211, -5.022], [-0.011, 1.375, -3.917], [-0.010, 3.345, -2.450], [0.026, 4.171, -3.569], [0.043, 3.609, -4.862], [0.041, 1.784, -6.027], [-0.030, 0.284, -4.019], [-0.026, 3.752, -1.436], [0.043, 5.248, -3.430], [0.070, 4.262, -5.733], [0.252, -2.936, 1.984], [-0.009, -1.862, 1.110], [0.186, -4.293, 1.276], [-0.083, -5.031, 2.048], [1.167, -4.541, 0.838], [-0.562, -4.333, 0.466], [-0.595, -2.872, 3.253], [-1.488, -3.515, 3.174], [-0.888, -1.848, 3.487], [0.013, -3.261, 4.076], [0.242, 0.575, 4.683], [0.238, 0.919, 3.545], [0.219, 1.242, 2.375]],
  "mulliken_charge": [0.2500, 0.9251, 0.9523, -0.3605, 0.0173, -1.1525, 0.3831, 0.3166, 0.2728, -1.1549, 0.4093, 0.2627, 0.3160, -1.1366, 0.4239, 0.2973, 0.3202, -1.1992, 0.3847, 0.3287, 0.3197, -1.1578, 0.4014, 0.3087, 0.2751, -1.1238, 0.4162, 0.3040, 0.2919, -0.1505, -0.4575, -0.3217, -0.1161, -0.5433, -0.3454, 0.3425, 0.3632, 0.3609, 0.3570, 0.3482, 0.8542, -0.3526, -1.3952, 0.4256, 0.2667, 0.2865, -1.2673, 0.3409, 0.1851, 0.3794, -0.5915, 0.7859, -0.6468]
}

{
  "formula": "C16H30ClFN2O2P",
  "method": "ωB97M-V/def2-TZVPD",
  "charge": 1,
  "relative_energy_kj_mol": 0.0,
  "homo_energy_ev": -12.41,
  "max_force_ev_per_a": 0.37,
  "homo_lumo_gap_ev": 8.38,
  "energy_ha": -1788.8499,
  "symbols": ["C", "C", "C", "Cl", "C", "C", "C", "C", "C", "F", "C", "C", "C", "O", "C", "N", "N", "C", "P", "C", "C", "C", "H", "H", "H", "H", "H", "H", "H", "H", "H", "H", "H", "H", "H", "H", "H", "H", "H", "H", "H", "H", "H", "H", "H", "H", "H", "H", "H", "H", "O", "H", "H"],
  "positions_angstrom": [[-1.231, -0.462, 4.204], [-2.228, -1.142, 3.262], [-1.636, -1.798, 2.025], [-0.255, -2.841, 2.477], [-1.180, -0.851, 0.937], [-1.158, 0.515, 1.164], [-0.762, 1.467, 0.227], [-0.889, 2.915, 0.659], [-2.336, 3.352, 0.826], [-0.278, 3.750, -0.264], [-0.338, 1.017, -1.013], [0.175, 1.813, -2.177], [1.706, 2.023, -2.188], [2.109, 2.831, -1.095], [2.525, 0.735, -2.240], [2.530, -0.013, -3.489], [-0.420, -0.322, -1.209], [-0.811, -1.289, -0.346], [-0.865, -2.892, -1.307], [-2.243, -3.845, -0.593], [0.625, -3.807, -0.765], [1.887, -2.951, -0.759], [-1.722, 0.332, 4.767], [-0.835, -1.173, 4.927], [-0.376, -0.037, 3.674], [-2.993, -0.433, 2.924], [-2.772, -1.921, 3.798], [-2.392, -2.464, 1.613], [-1.468, 0.885, 2.136], [-0.335, 3.030, 1.596], [-2.747, 3.568, -0.162], [-2.394, 4.246, 1.441], [-2.950, 2.567, 1.269], [-0.323, 2.776, -2.212], [-0.086, 1.291, -3.105], [1.929, 2.603, -3.086], [2.109, 2.295, -0.291], [3.555, 1.013, -2.008], [2.209, 0.065, -1.438], [2.941, 0.540, -4.232], [1.601, -0.265, -3.806], [-0.205, -0.664, -2.142], [-3.114, -3.213, -0.416], [-2.536, -4.586, -1.336], [-1.966, -4.354, 0.332], [0.474, -4.302, 0.190], [0.717, -4.588, -1.527], [2.115, -2.555, -1.752], [2.742, -3.554, -0.451], [1.809, -2.129, -0.044], [3.929, 4.168, 0.693], [4.747, 4.595, 0.426], [3.412, 4.056, -0.113]],
  "mulliken_charge": [-1.2339, -1.1396, 0.4557, -0.1535, 0.5605, -0.2699, 0.0787, -0.2049, -1.2998, -0.3595, 0.0592, -1.5356, 0.1349, -0.5644, -0.8143, -0.5312, 0.5345, -0.7701, -0.1544, -1.1148, -0.5365, -1.2109, 0.3529, 0.3777, 0.3908, 0.4774, 0.4401, 0.3735, 0.7498, 0.4480, 0.3604, 0.3639, 0.3867, 0.4324, 0.6273, 0.3460, 0.4349, 0.4878, 0.0427, 0.3088, 0.2286, 0.3795, 0.3717, 0.4135, 0.3227, 0.4009, 0.4960, 0.3047, 0.4642, 0.2356, -0.6294, 0.3102, 0.3706]
}

{
  "formula": "C16H30ClO19",
  "method": "ωB97M-V/def2-TZVPD",
  "charge": -1,
  "relative_energy_kj_mol": 0.0,
  "homo_energy_ev": -7.88,
  "max_force_ev_per_a": 2.49,
  "homo_lumo_gap_ev": 10.12,
  "energy_ha": -2517.2784,
  "symbols": ["Cl", "O", "O", "O", "O", "C", "C", "O", "C", "O", "O", "H", "H", "H", "H", "C", "C", "O", "C", "O", "O", "H", "H", "H", "H", "C", "C", "O", "C", "O", "O", "H", "H", "H", "H", "C", "C", "O", "C", "O", "O", "H", "H", "H", "H", "O", "H", "H", "C", "C", "O", "H", "H", "H", "H", "H", "H", "C", "C", "O", "H", "H", "H", "H", "H", "H"],
  "positions_angstrom": [[-0.652, 0.807, -0.397], [0.687, 1.270, -0.150], [-0.628, -0.145, -1.501], [-1.147, 0.037, 0.740], [-1.549, 1.865, -0.767], [3.426, 0.323, -2.470], [2.956, -1.134, -2.312], [4.022, -1.728, -1.553], [5.017, -0.836, -1.327], [6.058, -1.044, -0.805], [4.626, 0.389, -1.718], [2.696, 1.060, -2.131], [3.572, 0.636, -3.506], [3.043, -1.661, -3.260], [2.027, -1.206, -1.758], [4.119, 2.871, 0.872], [3.062, 2.488, 1.895], [3.626, 2.971, 3.117], [4.445, 3.989, 2.812], [4.842, 4.820, 3.556], [4.803, 3.938, 1.515], [3.545, 3.150, -0.019], [4.804, 2.110, 0.504], [2.961, 1.404, 1.929], [2.077, 2.923, 1.746], [-0.711, -3.524, 0.680], [0.692, -3.091, 0.205], [1.235, -4.295, -0.355], [0.429, -5.324, -0.078], [0.659, -6.454, -0.391], [-0.641, -4.951, 0.640], [-1.549, -3.094, 0.136], [-0.812, -3.144, 1.696], [1.192, -2.766, 1.115], [0.654, -2.359, -0.595], [-5.028, 2.886, 0.101], [-5.738, 3.743, -0.931], [-4.769, 4.774, -1.085], [-4.074, 4.893, 0.083], [-3.269, 5.719, 0.327], [-4.413, 3.869, 0.920], [-4.271, 2.255, -0.362], [-5.637, 2.137, 0.609], [-6.729, 4.069, -0.617], [-5.797, 3.192, -1.869], [-4.465, -0.031, -1.353], [-3.775, 0.385, -0.820], [-4.032, -0.226, -2.190], [-1.697, -3.125, -2.723], [-2.083, -3.433, -4.162], [-1.579, -2.453, -5.048], [-2.229, -2.218, -2.427], [-0.616, -2.959, -2.673], [-1.834, -3.910, -1.978], [-3.176, -3.495, -4.239], [-1.695, -4.417, -4.430], [-1.691, -1.595, -4.623], [0.388, 0.013, 5.581], [0.877, 0.134, 4.158], [0.470, -1.037, 3.449], [-0.701, 0.055, 5.578], [0.725, 0.798, 6.260], [0.764, -0.935, 5.974], [1.954, 0.290, 4.056], [0.422, 1.047, 3.757], [0.107, -0.718, 2.611]],
  "mulliken_charge": [1.5733, -0.5766, -0.6182, -0.6770, -0.6391, -0.2246, 0.7730, -0.3667, 0.7119, -0.5494, -0.3727, 0.1672, 0.2356, 0.3055, -0.6405, 0.0087, -0.0952, -0.3416, 0.5468, -0.5516, -0.3586, 0.2147, 0.1464, 0.1944, 0.2064, -0.2203, 0.6054, -0.3601, 0.5998, -0.5835, -0.4006, 0.1840, 0.2959, 0.5196, -0.6997, 0.2902, -0.3946, -0.3543, 0.6568, -0.5136, -0.3731, -0.2977, 0.4316, 0.2475, 0.3162, -0.6479, 0.3138, 0.3168, -0.5778, -0.4825, -0.5200, 0.1293, 0.1622, 0.3816, 0.2528, 0.3390, 0.3233, -1.2637, 0.0826, -0.4908, 0.2915, 0.3638, 0.2973, 0.1967, 0.2403, 0.2701]
}